Record 1
DFT (ωB97M-V with the def2-TZVPD basis set) results for the molecule C2H6O3S2 at a distorted geometry.

The geometry in XYZ format:
```
13
C2H6O3S2 | the Open Molecules 2025 dataset | ωB97M-V with the def2-TZVPD basis set
C 1.3397 0.9620 0.2730
C -0.0591 1.1747 -0.1283
O -2.0232 -0.8246 -0.6191
O -1.3644 -0.2376 1.7106
O -0.3315 -2.6943 -1.1501
S 0.4511 -1.9905 0.0995
S -0.9441 -0.4865 0.3500
H 1.3966 0.6841 1.3122
H 1.9099 0.2319 -0.1785
H 1.7572 1.9541 0.3746
H -0.1628 1.4043 -1.1409
H -0.7967 1.9444 0.3089
H -1.1726 -2.1219 -1.2121
```

Properties
HOMO: -0.3490 hartree
DFT total energy: -1101.8144 Ha
net charge: 0
ΔE to the lowest compared entry with this formula, charge and spin: 39.1 kcal/mol
SMILES: CCS(=O)(=O)SO
E_LUMO: 0.127 eV
HOMO-LUMO gap: 9.6 eV
largest force on an atom: 4.04 eV/A
multiplicity: 1

These are the natural (NBO) partial charges, in e, on atoms 1 to 5: C -0.669; C -0.543; O -0.933; O -0.905; O -0.849

---

Record 2
DFT (ωB97M-V with the def2-TZVPD basis set) results for a structure of composition C6H9EuLiO7 at a distorted geometry.

The geometry in XYZ format:
```
24
C6H9EuLiO7 | the Open Molecules 2025 dataset | ωB97M-V with the def2-TZVPD basis set
O -1.4642 -0.3423 2.7062
C -2.1465 0.4930 2.0159
O -1.8757 1.7170 2.1061
Eu -0.3400 1.4932 3.4650
O -3.0064 0.0097 1.1638
C -3.1945 0.6549 -0.1162
C -1.9852 0.5639 -0.9798
H -3.5137 1.6921 0.0459
H -4.0431 0.1040 -0.5490
H -1.7796 1.4596 -1.5693
H -1.8605 -0.3771 -1.5201
C 2.8976 -0.8582 -1.6902
C 1.8218 -0.0672 -0.9835
O 2.2987 0.2761 0.3022
C 1.6207 -0.0843 1.3952
O 1.0622 -1.1943 1.3850
O 1.3474 0.8633 2.1982
O 2.3763 -1.2830 -2.9291
Li -0.4110 -1.8593 2.3049
H 3.2199 -1.7112 -1.0678
H 3.7831 -0.2143 -1.8247
H 0.5392 -0.3404 -0.9337
H 3.0182 -1.8470 -3.3685
H 1.6351 0.8518 -1.5563
```

Properties
HOMO (alpha / beta): -0.5367 / -0.5842 hartree
DFT total energy: -1477.9262 Ha
<S²>: 16.146
net charge: +2
E_LUMO (alpha / beta): -10.144 / -12.458 eV
HOMO-LUMO gap (alpha / beta): 4.5 / 3.4 eV
largest force on an atom: 6.01 eV/A
multiplicity: 8

These are the Löwdin partial charges, in e, on atoms 1 to 5: O -0.188; C -0.737; O -0.113; Eu 1.711; O 0.076

---

Record 3
DFT (ωB97M-V with the def2-TZVPD basis set) results for a cluster of 40 separate species, H80O40 in total at a distorted geometry.

The geometry in XYZ format:
```
120
H80O40 | the Open Molecules 2025 dataset | ωB97M-V with the def2-TZVPD basis set
H 4.2461 3.8036 1.8082
H 5.7016 3.3049 1.7763
O 4.9926 3.5360 2.3569
H -2.5961 -0.9251 2.9860
H -1.9939 -0.8826 4.4319
O -2.2095 -1.4397 3.6748
H 3.5076 5.5662 -0.6124
H 2.4707 5.1507 0.5654
O 3.1008 4.8809 -0.0837
H -2.3439 -4.4547 3.4610
H -3.4472 -4.8493 2.6376
O -3.2262 -4.8370 3.5809
H -2.1621 -2.9800 -4.1664
H -1.9687 -4.4577 -4.3878
O -1.4737 -3.6644 -4.1389
H -0.4826 3.5585 -0.9421
O -0.4826 2.6368 -0.6255
H -0.8933 3.8076 4.8930
O -1.8627 3.8361 4.9932
H 3.8373 -1.8164 -2.3464
H 2.3519 -2.1823 -2.4468
O 3.1499 -2.3126 -1.8952
H 0.0050 2.8591 3.0346
H 0.8977 4.1000 2.9781
O 0.0045 3.8029 3.1171
H -5.8006 -0.2157 -1.0537
H -6.2153 -0.7320 0.3763
O -6.4572 -0.6598 -0.5421
H -1.2898 -2.1429 6.0516
H -1.4405 -0.7920 6.6132
O -0.7581 -1.3624 6.2671
H -3.4308 1.0698 -2.5149
O -2.6056 1.1824 -3.0424
H 2.1668 1.8498 -4.1176
H 3.2755 2.4029 -5.1773
O 2.5733 2.6173 -4.5689
H 0.6564 0.5429 -2.8749
H 1.6184 -0.2221 -3.5696
O 1.5766 0.6613 -3.1560
H 5.8522 -0.5353 -0.8432
H 5.6603 -0.4204 0.5068
O 5.6354 0.1967 -0.2544
H -2.9586 3.1182 3.1618
H -4.2897 2.4678 3.3804
O -3.7239 2.7823 2.6651
H -1.6557 0.6736 1.9032
H -0.6388 1.3950 1.3887
O -0.7636 0.9328 2.2448
H -4.4862 2.0255 -2.0159
H -4.7276 2.3253 -0.5236
O -4.3801 1.6629 -1.1265
H 2.2100 1.0379 4.4104
O 2.9003 1.5747 4.0082
H 0.7941 -2.1374 3.0626
H -0.5890 -2.7086 3.5470
O 0.3472 -2.8982 3.4157
H 3.2540 -0.2963 1.6236
O 2.7144 -1.0442 1.9819
H 0.8514 5.1139 -1.6301
H 0.7431 4.9557 -0.0751
O 0.3616 5.4176 -0.8224
H 3.1719 -3.3750 4.0390
H 2.2098 -3.1979 5.1033
O 3.1503 -3.0247 4.9421
H 0.9181 -2.8076 0.4189
H 1.1211 -4.3294 0.5980
O 1.0572 -3.6222 -0.0423
H 3.6082 -2.0900 -5.2516
H 1.9608 -1.8363 -5.2893
O 2.8473 -1.5964 -4.9674
H 3.8708 0.5792 -1.8639
H 3.7198 0.4245 -3.3118
O 4.1582 0.0061 -2.5849
H 3.7588 1.7062 2.2063
H 4.4738 1.5176 0.9522
O 3.5601 1.5595 1.2523
H -3.5476 -1.4074 0.6362
H -4.0569 -0.5110 1.9107
O -3.4427 -0.6221 1.1837
H -4.0906 5.0433 -1.5462
H -5.2799 4.0015 -1.2259
O -4.4438 4.1690 -1.6321
H -1.3487 -4.7481 -0.1421
H -0.8938 -4.6290 1.1772
O -1.4439 -5.2524 0.6839
H 5.0582 -3.9846 2.4045
H 4.3740 -3.4502 1.1551
O 4.4623 -3.2834 2.1047
H -5.0566 -1.8985 -3.8406
O -4.3256 -1.9422 -3.2207
H 0.2856 3.9419 -3.6204
H 1.4130 5.1338 -3.6822
O 0.6320 4.7614 -3.2761
H 2.7900 2.5136 4.1643
H 0.4068 2.4823 -0.2939
H 2.9655 -1.8220 1.4368
H -2.0291 3.3120 5.7775
H -2.0903 1.1301 -2.2179
H -4.3427 -2.8136 -2.8665
O 2.1118 -4.9700 -4.3361
H 1.6361 -4.3426 -3.7806
H 3.0062 -4.8652 -3.9850
O 0.3938 -1.8179 -2.4800
H 0.0762 -1.2811 -1.7472
H -0.1332 -2.6248 -2.4620
O 1.6720 -0.8328 -0.1908
H 1.6832 -0.1676 0.5402
H 2.6053 -0.9466 -0.5555
O -4.2428 5.1180 0.7814
H -4.6421 5.0521 1.6496
H -3.3609 4.9696 1.1243
O -3.5550 -3.5340 -0.5558
H -3.0097 -2.7270 -0.5439
H -3.3842 -4.1316 0.1908
O 0.2302 -1.8094 -5.1710
H -0.3063 -2.5917 -5.2503
H 0.4875 -1.7965 -4.2458
O -2.2123 -1.2209 -1.1105
H -1.9459 -0.4230 -0.6410
H -2.7942 -0.9751 -1.8515
```

Properties
HOMO (alpha / beta): -0.4656 / -0.4656 hartree
DFT total energy: -3057.1258 Ha
<S²>: 0.759
net charge: +1
ΔE to the lowest compared entry with this formula, charge and spin: 110.8 kcal/mol
E_LUMO (alpha / beta): -3.297 / -9.501 eV
HOMO-LUMO gap (alpha / beta): 9.4 / 3.2 eV
largest force on an atom: 2.45 eV/A
multiplicity: 2

These are the Löwdin partial charges, in e, on atoms 1 to 5: H 0.013; H 0.039; O -0.032; H -0.026; H 0.032